A molecular structure, C27H25AsN5Pt, computed with ωB97M-V with the def2-TZVPD basis set.

Properties
net charge = +3
LUMO (alpha / beta) = -8.97 / -12.30 eV
spin multiplicity = 5
E_HOMO (alpha / beta) = -16.45 / -16.47 eV
orbital gap (alpha / beta) = 7.49 / 4.17 eV

Each line ends with the Mulliken charge.
CARTESIAN COORDINATES (ANGSTROEM)
Pt  -1.19  0.32  -0.78  0.956
C  -5.42  1.59  -0.89  -0.715
C  -5.52  2.77  -0.19  -0.467
C  -4.34  3.35  0.27  -0.352
C  -3.09  2.75  0.01  0.532
N  -3.02  1.55  -0.67  -0.108
C  -4.15  1.01  -1.10  0.120
N  -2.04  3.45  0.45  -0.383
C  -0.74  3.19  0.14  0.193
N  -0.26  2.14  -0.52  -0.446
C  1.14  2.30  -0.67  -0.262
N  1.94  1.57  -1.32  -0.399
C  1.60  0.50  -2.16  0.365
C  2.62  0.09  -3.02  -0.418
C  2.38  -0.88  -3.97  -0.520
C  1.12  -1.45  -4.04  -0.661
C  0.16  -1.03  -3.14  -0.310
N  0.39  -0.08  -2.21  -0.148
C  1.50  3.56  0.01  0.301
C  2.70  4.22  0.15  -0.266
C  2.67  5.45  0.80  -0.601
C  1.48  6.01  1.29  -0.712
C  0.27  5.34  1.13  -0.161
C  0.31  4.11  0.49  0.350
H  -6.30  1.09  -1.29  0.431
H  -6.48  3.24  -0.01  0.472
H  -4.34  4.28  0.82  0.520
H  -4.08  0.08  -1.65  0.459
H  3.57  0.59  -2.94  0.534
H  3.17  -1.18  -4.65  0.485
H  0.87  -2.20  -4.77  0.480
H  -0.84  -1.45  -3.17  0.425
H  3.62  3.81  -0.23  0.562
H  3.59  6.01  0.94  0.438
H  1.50  6.97  1.78  0.437
H  -0.66  5.77  1.49  0.552
C  -0.13  -0.98  2.46  -1.212
As  -0.54  -1.53  0.66  0.456
C  -1.83  -2.95  0.86  -1.222
C  1.16  -2.44  0.09  -1.068
C  1.49  -3.63  0.88  0.434
C  0.99  -4.92  0.50  -0.204
C  1.33  -6.02  1.23  -0.684
C  2.17  -5.88  2.37  -0.326
C  2.66  -4.61  2.76  -0.724
C  2.32  -3.51  2.04  -0.202
H  0.12  -1.83  3.09  0.467
H  -1.02  -0.49  2.87  0.441
H  0.69  -0.26  2.44  0.387
H  -1.45  -3.70  1.55  0.445
H  -2.06  -3.40  -0.10  0.401
H  -2.73  -2.51  1.28  0.453
H  1.90  -1.65  0.20  0.588
H  1.01  -2.67  -0.97  0.564
H  0.37  -5.01  -0.38  0.455
H  0.98  -7.01  0.94  0.471
H  2.43  -6.76  2.94  0.451
H  3.31  -4.54  3.63  0.466
H  2.70  -2.53  2.31  0.481



A molecular structure, C27H25Br2Cl2F5N7O4TeV in a non-equilibrium geometry, computed with ωB97M-V with the def2-TZVPD basis set.

Properties
net charge = 0
LUMO (alpha / beta) = -2.54 / -2.55 eV
E_HOMO (alpha / beta) = -8.30 / -8.29 eV
orbital gap (alpha / beta) = 5.75 / 5.74 eV

Each line ends with the Mulliken charge.
CARTESIAN COORDINATES (ANGSTROEM)
V  0.67  1.19  -0.23  -0.310
C  -1.47  2.75  -2.49  -1.708
C  -1.90  2.74  -1.07  0.871
C  -3.05  3.49  -0.71  -1.232
C  -3.47  3.57  0.59  -1.174
C  -2.69  2.95  1.59  0.911
C  -2.92  3.00  2.99  0.063
Br  -4.48  3.86  3.65  -0.220
C  -2.05  2.43  3.88  -0.291
C  -0.88  1.82  3.42  0.050
Br  0.35  1.08  4.66  -0.143
C  -0.58  1.74  2.07  -0.171
O  0.49  1.28  1.54  -0.569
C  -1.54  2.26  1.15  0.348
N  -1.20  2.11  -0.15  1.166
H  -2.30  2.94  -3.15  0.534
H  -0.97  1.82  -2.76  0.095
H  -0.73  3.54  -2.62  0.330
H  -3.60  4.00  -1.49  0.541
H  -4.35  4.13  0.86  0.403
H  -2.25  2.47  4.94  0.463
Cl  7.19  4.20  0.84  -0.219
C  5.79  3.26  0.51  0.278
C  5.94  2.04  -0.15  -0.703
C  4.83  1.26  -0.38  0.265
Cl  4.88  -0.17  -1.30  -0.152
C  3.52  1.66  0.03  0.022
O  2.56  0.83  -0.12  0.113
C  3.39  2.99  0.52  1.104
C  2.13  3.67  0.48  -0.389
O  1.08  3.26  0.00  -0.367
C  4.54  3.74  0.82  -1.186
H  6.91  1.71  -0.49  0.488
H  2.16  4.72  0.82  0.274
H  4.43  4.73  1.24  0.450
C  -1.32  -4.38  -1.51  -1.114
C  -0.10  -5.01  -0.85  0.774
C  -0.37  -5.32  0.62  -1.398
C  1.14  -4.10  -0.99  -1.476
N  0.97  -2.83  -0.35  1.158
C  0.49  -1.70  -0.88  -1.109
N  0.63  -0.76  0.03  2.367
N  1.18  -1.33  1.09  -0.202
N  1.39  -2.55  0.87  -1.128
H  -2.15  -5.08  -1.49  0.455
H  -1.11  -4.12  -2.54  0.384
H  -1.63  -3.48  -0.98  -0.029
H  0.14  -5.94  -1.37  0.354
H  -0.59  -4.41  1.17  0.153
H  0.50  -5.79  1.08  0.385
H  -1.21  -5.99  0.71  0.449
H  1.36  -3.91  -2.04  0.385
H  2.01  -4.58  -0.53  0.477
H  0.03  -1.60  -1.84  1.042
N  -1.47  -1.27  2.58  -0.082
C  -2.25  -1.42  1.48  0.249
C  -3.30  -2.36  1.47  -1.052
C  -4.09  -2.45  0.35  -0.393
C  -3.82  -1.64  -0.75  -1.097
C  -2.75  -0.76  -0.65  -0.319
N  -1.99  -0.65  0.43  0.632
H  -1.55  -1.93  3.33  0.235
H  -0.58  -0.81  2.47  0.006
H  -3.47  -2.98  2.33  0.466
H  -4.91  -3.16  0.31  0.417
H  -4.40  -1.70  -1.65  0.468
H  -2.47  -0.12  -1.48  0.291
F  2.86  -1.88  -1.95  -0.701
Te  2.28  0.17  -2.47  1.315
F  3.70  -0.21  -3.81  -0.380
F  1.16  -1.14  -3.54  -0.496
F  1.67  1.14  -4.05  -0.447
F  3.04  2.11  -2.35  -0.599
O  0.56  0.87  -1.77  -0.374



A molecular structure, C27H25F2IN2O3PReS5 in a non-equilibrium geometry, computed with ωB97M-V with the def2-TZVPD basis set.

Properties
net charge = -1
LUMO (alpha / beta) = 1.01 / 1.00 eV
spin multiplicity = 2
E_HOMO (alpha / beta) = -4.02 / -3.65 eV
orbital gap (alpha / beta) = 5.03 / 4.65 eV

Each line ends with the Mulliken charge.
CARTESIAN COORDINATES (ANGSTROEM)
Re  -0.18  -0.06  -0.26  1.776
O  -0.69  1.79  0.99  -0.431
S  -0.67  0.97  2.21  1.191
O  -0.23  1.64  3.39  -0.696
O  -0.02  -0.33  1.97  -0.699
C  -2.38  0.48  2.50  -0.271
C  -2.85  0.53  3.79  -0.395
C  -4.08  0.00  4.12  -0.744
C  -4.84  -0.62  3.13  -0.845
C  -4.38  -0.66  1.83  -0.503
C  -3.14  -0.12  1.49  0.026
P  -2.55  -0.14  -0.24  0.924
C  -3.52  1.25  -0.92  0.611
C  -2.84  2.36  -1.43  0.015
C  -3.54  3.39  -2.02  -0.717
C  -4.92  3.35  -2.11  -0.610
C  -5.60  2.28  -1.54  -0.887
C  -4.91  1.24  -0.95  -0.126
C  -3.37  -1.67  -0.80  0.344
C  -3.02  -2.81  -0.07  -0.735
C  -3.57  -4.03  -0.37  -0.849
C  -4.47  -4.14  -1.41  -0.518
C  -4.79  -3.03  -2.17  -0.747
C  -4.25  -1.79  -1.87  -0.363
H  -2.21  1.00  4.53  0.603
H  -4.45  0.04  5.13  0.389
H  -5.79  -1.07  3.37  0.408
H  -4.98  -1.15  1.07  0.347
H  -1.77  2.41  -1.33  -0.319
H  -2.99  4.23  -2.42  0.473
H  -5.46  4.13  -2.60  0.379
H  -6.68  2.26  -1.56  0.409
H  -5.46  0.42  -0.51  0.332
H  -2.31  -2.69  0.74  0.426
H  -3.29  -4.90  0.21  0.426
H  -4.92  -5.10  -1.64  0.373
H  -5.47  -3.12  -3.01  0.405
H  -4.48  -0.93  -2.47  0.594
S  2.00  4.97  1.48  -0.387
C  1.51  3.75  0.45  0.365
S  0.61  3.77  -0.92  -0.316
S  2.27  2.38  1.26  -0.125
C  3.13  -1.06  -4.33  -1.356
C  3.29  0.11  -3.43  0.467
C  3.43  1.41  -3.82  -0.635
C  3.44  2.44  -2.84  0.510
N  3.11  2.13  -1.58  -0.089
C  2.95  0.91  -1.23  0.260
S  2.15  0.51  0.30  -0.235
N  3.27  -0.17  -2.06  0.024
C  3.60  3.89  -3.16  -1.090
H  2.99  -0.75  -5.36  0.370
H  2.27  -1.66  -4.02  0.291
H  4.02  -1.70  -4.27  0.357
H  3.48  1.66  -4.86  0.371
H  2.96  -1.08  -1.76  0.421
H  3.60  4.05  -4.23  0.371
H  4.53  4.28  -2.73  0.282
H  2.78  4.44  -2.70  0.233
I  -1.48  -0.32  -3.74  -0.180
C  -0.01  0.50  -2.36  -0.888
H  -0.13  1.58  -2.49  0.553
H  0.92  0.23  -2.87  -0.076
F  0.37  -2.80  0.24  -0.301
C  0.13  -2.09  -0.91  -0.013
F  1.27  -2.31  -1.67  -0.273
H  -0.65  -2.67  -1.45  0.093



2 unconnected molecules or ions with the total composition C27H25F6N3O3 in a non-equilibrium geometry, computed with ωB97M-V with the def2-TZVPD basis set.

Properties
net charge = 0
LUMO = -2.69 eV
E_HOMO = -7.03 eV
orbital gap = 4.34 eV

Each line ends with the Mulliken charge.
CARTESIAN COORDINATES (ANGSTROEM)
C  5.05  1.74  4.06  -0.928
N  4.99  0.57  3.22  0.303
C  6.20  0.24  2.47  -1.009
C  6.18  1.02  1.19  1.010
F  7.29  0.85  0.43  -0.262
F  5.08  0.67  0.43  -0.256
F  6.04  2.37  1.46  -0.269
C  3.80  -0.05  2.90  0.402
C  3.64  -1.44  3.10  -0.763
C  2.40  -2.01  2.99  -0.769
C  1.28  -1.26  2.54  0.220
C  0.01  -1.87  2.58  -0.142
C  -1.26  -1.34  2.24  0.832
C  -2.39  -2.22  2.25  -0.518
C  -3.61  -1.81  1.78  -0.635
C  -3.79  -0.52  1.23  -0.242
N  -5.05  -0.08  0.88  0.330
C  -5.34  0.46  -0.43  -0.891
C  -6.07  0.12  1.89  -0.981
C  -5.84  1.43  2.58  0.977
F  -6.80  1.74  3.50  -0.263
F  -4.62  1.43  3.23  -0.246
F  -5.77  2.45  1.65  -0.274
C  -2.69  0.37  1.23  -0.102
C  -1.52  0.02  1.88  -0.852
C  1.53  0.07  2.07  -1.040
C  2.71  0.70  2.39  -0.071
H  4.39  1.60  4.92  0.316
H  6.08  1.88  4.41  0.306
H  4.71  2.64  3.53  0.339
H  7.07  0.56  3.05  0.381
H  6.21  -0.83  2.24  0.309
H  4.52  -2.01  3.42  0.435
H  2.26  -3.05  3.28  0.243
H  0.02  -2.93  2.84  0.480
H  -2.27  -3.22  2.66  0.251
H  -4.48  -2.47  1.82  0.531
H  -4.90  -0.18  -1.20  0.327
H  -6.42  0.50  -0.57  0.303
H  -4.89  1.47  -0.55  0.324
H  -7.05  0.17  1.41  0.376
H  -6.01  -0.68  2.64  0.364
H  -2.84  1.37  0.81  0.350
H  -0.81  0.81  2.12  0.645
H  0.82  0.58  1.44  0.677
H  2.85  1.77  2.21  0.367
C  -0.68  -3.91  5.32  -0.804
C  0.44  -3.82  6.22  0.297
O  1.56  -3.55  5.75  -0.684
C  0.23  -4.18  7.65  0.538
C  -0.42  -5.36  8.03  -0.179
C  -0.44  -5.74  9.37  -0.554
C  0.17  -4.93  10.33  -0.370
C  0.82  -3.75  9.96  -0.574
C  0.89  -3.40  8.62  -0.483
N  -1.99  -3.74  5.72  0.850
O  -2.91  -3.74  4.83  -0.732
O  -2.29  -3.62  6.93  -0.626
H  -0.52  -4.01  4.26  0.707
H  -0.88  -5.99  7.27  0.338
H  -0.93  -6.67  9.66  0.352
H  0.15  -5.23  11.38  0.348
H  1.29  -3.11  10.71  0.352
H  1.42  -2.50  8.29  0.338



2 unconnected molecules or ions with the total composition C27H25FN6O3 in a non-equilibrium geometry, computed with ωB97M-V with the def2-TZVPD basis set.

Properties
net charge = 0
LUMO = -2.02 eV
E_HOMO = -8.75 eV
SMILES string = FC(c1ccccc1)(c1ccccc1)[C@H]1CCCN1c1ccncc1.COc1ncc2c(no[n+]2[O-])n1
orbital gap = 6.73 eV

Each line ends with the Mulliken charge.
CARTESIAN COORDINATES (ANGSTROEM)
F  1.40  -1.09  -1.27  -0.500
C  1.12  -0.80  0.10  3.450
C  1.40  -2.06  0.93  -1.353
C  2.05  -3.17  0.39  -0.108
C  2.15  -4.34  1.15  -0.811
C  1.59  -4.40  2.44  -0.474
C  1.00  -3.26  3.00  -1.116
C  0.92  -2.09  2.25  0.527
C  2.01  0.37  0.50  -0.467
C  3.01  0.23  1.46  -0.438
C  3.75  1.35  1.88  -0.772
C  3.54  2.58  1.27  -0.651
C  2.62  2.69  0.22  -0.514
C  1.89  1.58  -0.20  -0.142
C  -0.42  -0.53  0.09  -0.155
C  -1.23  -1.82  -0.14  -0.807
C  -2.47  -1.73  0.73  -0.797
C  -2.36  -0.43  1.52  -0.691
N  -0.98  0.05  1.32  0.867
C  -0.78  1.43  1.58  0.208
C  -1.35  2.41  0.75  -0.403
C  -0.74  3.66  0.69  -1.013
N  0.29  3.94  1.48  -0.542
C  0.51  3.18  2.56  -0.468
C  0.04  1.87  2.63  -0.554
H  2.45  -3.14  -0.62  0.361
H  2.66  -5.20  0.72  0.388
H  1.64  -5.33  3.00  0.380
H  0.60  -3.27  4.02  0.417
H  0.45  -1.18  2.63  0.358
H  3.22  -0.75  1.89  0.417
H  4.47  1.23  2.69  0.404
H  4.08  3.46  1.61  0.380
H  2.45  3.66  -0.26  0.307
H  1.22  1.63  -1.06  0.375
H  -0.61  0.18  -0.74  -0.448
H  -1.46  -1.91  -1.20  0.411
H  -0.65  -2.70  0.14  0.235
H  -3.38  -1.74  0.12  0.275
H  -2.52  -2.57  1.44  0.355
H  -3.10  0.30  1.15  0.371
H  -2.54  -0.55  2.60  0.429
H  -2.22  2.20  0.13  0.877
H  -1.07  4.43  -0.02  0.392
H  1.14  3.60  3.36  0.385
H  0.37  1.19  3.42  0.390
C  0.95  0.09  -4.91  -0.485
O  -0.20  -0.78  -4.76  -0.392
C  -1.10  -0.27  -3.91  0.591
N  -0.68  0.74  -3.15  -0.186
C  -1.54  1.40  -2.36  -0.500
C  -2.84  0.87  -2.31  0.500
C  -3.22  -0.23  -3.17  0.950
N  -4.57  -0.52  -3.09  -0.577
O  -5.01  0.26  -2.02  -0.190
N  -3.92  1.13  -1.51  0.573
O  -4.13  1.76  -0.48  -0.669
N  -2.31  -0.83  -3.93  -0.619
H  1.65  -0.47  -5.53  0.273
H  0.62  1.01  -5.41  0.303
H  1.39  0.32  -3.94  0.111
H  -1.25  2.33  -1.86  0.587



A molecular structure, C27H25N3O3PScSe, computed with ωB97M-V with the def2-TZVPD basis set.

Properties
net charge = 0
LUMO = 0.12 eV
E_HOMO = -8.78 eV
orbital gap = 8.90 eV

Each line ends with the Mulliken charge.
CARTESIAN COORDINATES (ANGSTROEM)
Sc  0.35  -0.43  -0.24  -1.367
C  -2.68  4.61  -3.44  -0.467
C  -2.60  5.10  -2.15  -0.672
C  -1.88  4.42  -1.18  -0.258
C  -1.24  3.23  -1.50  0.428
C  -1.32  2.74  -2.81  -0.607
C  -2.04  3.43  -3.77  -0.715
P  -0.25  2.26  -0.31  1.780
C  -0.23  3.28  1.20  0.492
C  0.90  3.95  1.63  -0.612
C  0.86  4.72  2.79  -0.741
C  -0.31  4.82  3.52  -0.619
C  -1.45  4.13  3.10  -0.740
C  -1.40  3.36  1.95  -0.432
C  1.42  2.23  -1.01  -0.294
C  2.13  3.33  -1.50  -0.301
C  3.39  3.12  -2.02  -0.707
C  3.93  1.84  -2.04  -0.580
C  3.20  0.76  -1.57  -0.083
C  1.91  0.92  -1.04  0.674
H  -3.25  5.15  -4.19  0.372
H  -3.10  6.03  -1.89  0.416
H  -1.82  4.81  -0.18  0.312
H  -0.82  1.82  -3.07  0.378
H  -2.09  3.04  -4.78  0.403
H  1.83  3.87  1.07  0.451
H  1.75  5.24  3.12  0.383
H  -0.34  5.42  4.41  0.417
H  -2.36  4.19  3.67  0.455
H  -2.28  2.80  1.65  0.453
H  1.69  4.32  -1.49  0.508
H  3.96  3.96  -2.40  0.404
H  4.92  1.68  -2.44  0.397
H  3.65  -0.23  -1.62  0.446
C  -2.72  -2.56  3.96  -1.251
C  -2.41  -1.27  4.71  -1.388
C  -1.14  -0.56  4.21  2.504
C  -0.92  0.74  5.02  -1.471
C  0.36  1.49  4.67  -0.977
C  0.06  -1.46  4.50  -0.180
O  0.27  -1.95  5.58  -0.614
N  0.94  -1.69  3.44  0.107
C  0.74  -1.21  2.18  0.617
O  1.58  -1.44  1.28  -0.643
N  -0.33  -0.50  1.84  0.107
C  -1.32  -0.18  2.74  -0.050
O  -2.31  0.43  2.40  -0.680
H  -3.63  -3.02  4.35  0.485
H  -1.91  -3.29  4.09  0.280
H  -2.86  -2.38  2.90  0.281
H  -2.28  -1.46  5.77  0.484
H  -3.23  -0.56  4.59  0.424
H  -0.92  0.46  6.07  0.480
H  -1.79  1.37  4.83  0.405
H  1.25  0.89  4.87  0.357
H  0.44  2.40  5.26  0.486
H  0.38  1.79  3.62  0.063
H  1.76  -2.25  3.62  0.302
Se  -1.96  -0.79  -1.76  -0.138
C  -0.69  -2.06  -1.63  0.459
N  0.30  -2.58  -1.30  -0.423